Record 1
# C31H64BFO13

A cluster of 8 separate species, C31H64BFO13 in total in a non-equilibrium geometry (wB97M-V/def2-TZVPD, the Open Molecules 2025 dataset).

Each line ends with the Löwdin charge.
Cartesian coordinates (Å):
C  4.937  -0.157  -1.902  -0.08
C  4.357  1.278  -2.230  -0.25
O  3.113  1.068  -2.899  -0.18
C  2.033  1.659  -2.172  -0.16
C  0.710  1.237  -2.941  -0.16
O  0.896  0.182  -3.868  -0.03
C  0.415  -1.055  -3.482  -0.29
O  -0.920  -1.393  -3.747  -0.06
C  -1.814  -0.356  -4.103  -0.21
C  -2.647  0.076  -2.825  -0.05
C  0.694  -1.477  -1.973  -0.31
F  2.026  -1.269  -1.607  0.05
O  -0.258  -0.968  -1.083  -0.06
C  0.126  -1.085  0.276  -0.23
C  -0.911  -0.234  1.100  -0.05
B  0.507  -3.110  -1.973  -0.49
O  1.399  -3.946  -2.684  0.14
O  -0.512  -3.771  -1.254  0.15
H  6.045  -0.152  -1.909  0.07
H  4.591  -0.835  -2.707  0.07
H  4.543  -0.524  -0.936  0.06
H  5.046  1.752  -2.958  0.11
H  4.263  1.830  -1.276  0.11
H  1.996  1.276  -1.124  0.12
H  2.125  2.764  -2.202  0.12
H  -0.125  1.125  -2.230  0.10
H  0.455  2.136  -3.544  0.12
H  1.026  -1.794  -4.056  0.17
H  -2.576  -0.810  -4.780  0.12
H  -1.399  0.504  -4.658  0.12
H  -2.187  0.915  -2.273  0.05
H  -2.734  -0.848  -2.218  0.08
H  -3.654  0.415  -3.160  0.07
H  1.119  -0.664  0.522  0.12
H  0.043  -2.118  0.686  0.12
H  -1.953  -0.451  0.805  0.08
H  -0.694  0.832  0.853  0.08
H  -0.739  -0.344  2.188  0.07
H  2.078  -3.406  -3.100  0.09
H  -0.051  -4.339  -0.629  0.09
C  4.840  -6.072  0.143  -0.02
C  4.027  -5.022  0.855  -0.50
C  2.836  -4.460  0.125  -0.01
O  4.319  -4.647  1.969  0.06
H  5.663  -6.386  0.783  0.08
H  4.216  -6.939  -0.079  0.08
H  5.250  -5.661  -0.781  0.09
H  2.125  -5.260  -0.096  0.09
H  3.156  -3.980  -0.799  0.08
H  2.345  -3.716  0.754  0.09
C  -0.394  5.190  -0.514  -0.03
C  -1.026  4.674  -1.778  -0.47
C  -1.803  5.656  -2.612  -0.03
O  -0.913  3.512  -2.113  0.05
H  0.133  4.375  -0.015  0.08
H  0.319  5.978  -0.750  0.08
H  -1.163  5.573  0.155  0.08
H  -1.149  6.465  -2.939  0.09
H  -2.634  6.061  -2.034  0.09
H  -2.201  5.150  -3.489  0.07
C  -4.561  -1.598  3.982  -0.02
C  -3.181  -1.045  4.224  -0.49
C  -2.352  -1.692  5.300  -0.03
O  -2.751  -0.115  3.576  0.05
H  -5.040  -1.037  3.180  0.08
H  -4.495  -2.646  3.686  0.08
H  -5.164  -1.503  4.886  0.08
H  -2.188  -2.741  5.060  0.07
H  -2.855  -1.602  6.265  0.09
H  -1.387  -1.194  5.360  0.08
C  -0.599  9.701  1.279  -0.02
C  -1.225  9.170  0.016  -0.49
C  -2.008  10.140  -0.829  -0.02
O  -1.105  8.009  -0.307  0.06
H  -0.069  8.895  1.786  0.08
H  0.112  10.492  1.038  0.09
H  -1.373  10.085  1.945  0.09
H  -1.358  10.951  -1.163  0.09
H  -2.843  10.544  -0.255  0.09
H  -2.400  9.622  -1.704  0.08
C  0.974  -4.787  6.985  -0.01
C  1.044  -3.780  5.870  -0.49
C  2.413  -3.357  5.406  -0.01
O  0.040  -3.326  5.363  0.05
H  -0.069  -5.000  7.216  0.08
H  1.462  -5.714  6.677  0.07
H  1.457  -4.388  7.879  0.09
H  2.963  -4.222  5.033  0.08
H  2.959  -2.895  6.231  0.09
H  2.313  -2.630  4.600  0.08
C  -5.232  5.385  -5.935  -0.02
C  -4.140  6.344  -5.543  -0.51
C  -3.197  6.799  -6.626  -0.02
O  -4.023  6.734  -4.403  0.05
H  -5.833  5.144  -5.058  0.08
H  -5.877  5.842  -6.687  0.08
H  -4.797  4.464  -6.327  0.09
H  -3.753  7.319  -7.409  0.08
H  -2.673  5.940  -7.048  0.09
H  -2.464  7.485  -6.203  0.08
C  0.371  -9.583  4.628  -0.02
C  1.478  -8.621  4.971  -0.50
C  2.378  -8.172  3.849  -0.02
O  1.637  -8.223  6.104  0.06
H  -0.195  -9.818  5.528  0.08
H  -0.302  -9.131  3.897  0.09
H  0.792  -10.506  4.226  0.09
H  1.792  -7.659  3.085  0.08
H  2.886  -9.034  3.413  0.09
H  3.127  -7.484  4.239  0.08

Results
Spin multiplicity: 1
HOMO energy: -8.8 eV
Frontier orbital gap: 9.19 eV


Record 2
# C23H23AsN4O2S7W

A structure of composition C23H23AsN4O2S7W in a non-equilibrium geometry (wB97M-V/def2-TZVPD, the Open Molecules 2025 dataset).

Each line ends with the Löwdin charge.
Cartesian coordinates (Å):
W  -1.686  -1.534  0.118  0.58
S  -3.957  -0.616  0.155  0.53
C  -4.138  0.908  -0.676  -0.65
C  -5.420  1.463  -0.718  -0.07
C  -5.667  2.701  -1.297  -0.21
C  -7.004  3.266  -1.270  -0.19
N  -8.061  3.718  -1.241  0.13
C  -4.605  3.401  -1.877  -0.22
C  -3.333  2.856  -1.853  -0.08
C  -3.061  1.616  -1.243  -0.69
S  -1.461  1.010  -1.180  0.61
C  -4.807  4.706  -2.487  -0.19
N  -4.937  5.742  -2.967  0.13
H  -6.240  0.911  -0.275  0.11
H  -2.516  3.403  -2.305  0.10
O  -0.942  -0.255  1.372  -0.41
C  -0.218  -0.253  2.459  -0.37
C  -0.364  0.795  3.384  0.00
C  0.407  0.826  4.521  -0.10
C  1.340  -0.183  4.765  -0.11
C  1.482  -1.209  3.848  -0.05
C  0.718  -1.261  2.693  -0.10
C  0.911  -2.321  1.684  -0.31
N  0.261  -2.463  0.546  -0.12
C  0.844  -3.503  -0.134  -0.23
C  1.853  -4.003  0.610  -0.07
N  1.869  -3.243  1.761  0.13
H  -1.099  1.559  3.170  0.12
H  0.286  1.640  5.227  0.09
H  1.950  -0.165  5.659  0.09
H  2.209  -1.989  4.052  0.10
H  0.488  -3.799  -1.101  0.05
H  2.521  -4.829  0.444  0.11
H  2.489  -3.356  2.540  0.14
S  -1.563  -5.592  0.198  -0.19
As  -2.751  -3.819  0.099  -0.33
S  -1.464  -2.094  -2.054  0.01
S  -2.473  -2.678  2.087  0.05
S  -4.761  -4.377  -0.185  -0.22
C  3.886  -1.238  -3.072  -0.11
C  2.964  -0.029  -3.264  -0.28
C  1.591  -0.171  -2.599  -0.38
S  1.551  -0.039  -0.797  0.86
O  2.773  -0.779  -0.273  -0.53
C  1.959  1.762  -0.678  -0.34
C  3.347  1.995  -0.086  -0.30
C  3.367  1.800  1.432  -0.11
H  4.825  -1.099  -3.618  0.06
H  3.402  -2.145  -3.445  0.07
H  4.105  -1.386  -2.017  0.05
H  2.787  0.112  -4.334  0.10
H  3.461  0.876  -2.896  0.09
H  1.143  -1.142  -2.815  0.04
H  0.884  0.594  -2.928  0.06
H  1.180  2.176  -0.035  0.07
H  1.843  2.193  -1.672  0.08
H  3.671  3.008  -0.338  0.10
H  4.048  1.291  -0.539  0.09
H  2.690  2.505  1.925  0.07
H  4.373  1.949  1.836  0.07
H  3.047  0.788  1.686  0.06

Results
Energy above the lowest of the compared OMol25 structures with the same formula, charge and spin: 1.471 eV
Spin multiplicity: 1
HOMO energy (alpha / beta): -1.6 / -1.5 eV
Net charge: -2
Frontier orbital gap (alpha / beta): 5.50 / 4.99 eV